Record 1
Computed, not measured: a cluster of 13 separate species, C6H37NO13 in total in a non-equilibrium geometry, with the ωB97M-V functional and the def2-TZVPD basis.

XYZ file:
```
57
Properties=species:S:1:pos:R:3:forces:R:3
C 0.7560 0.6582 -2.5685 0.5 0.4 -2.0
O 0.8356 -0.2136 -3.7265 0.0 -1.0 1.1
C 0.6094 0.0771 -1.1792 1.2 -1.6 -0.5
C 1.3243 0.9397 -0.1362 -0.1 -0.5 1.2
C 0.6794 0.8241 1.2718 -0.2 1.2 -1.2
C -0.5470 1.3386 1.4217 -1.0 -0.6 -0.7
N -1.4646 0.8769 2.4353 -0.5 2.4 1.8
C 1.4195 0.3111 2.4394 1.3 -0.5 1.6
H 1.6378 1.3500 -2.6592 -0.6 -0.6 0.4
H -0.1264 1.2429 -2.7903 -0.3 0.7 0.2
H 0.8325 -1.2008 -3.4939 0.1 1.7 0.1
H 1.0809 -0.9444 -1.2440 -0.5 0.9 0.5
H -0.4445 -0.0399 -0.9517 0.0 -0.1 0.1
H 1.1932 1.9515 -0.4816 0.1 0.7 0.0
H 2.4027 0.6996 -0.0867 -0.6 0.2 -0.1
H -1.0715 1.9568 0.6574 0.7 -0.7 0.3
H -1.0129 0.9318 3.3592 0.2 -0.7 -0.4
H -2.1510 1.6442 2.6413 0.4 -0.9 -0.9
H 1.8423 -0.6956 2.4009 -0.3 0.2 -0.6
H 2.3188 0.9369 2.6176 -0.5 0.0 0.0
H 0.8465 0.2850 3.3880 0.1 0.4 -0.5
H -1.8342 -3.8233 0.6402 -0.3 -0.4 -0.4
H -0.4641 -3.3709 0.6976 -0.4 -0.5 -1.2
O -1.0095 -4.0253 0.1761 0.5 0.3 1.5
H -1.2332 4.9584 -0.3515 0.1 -0.1 0.5
H -2.3608 3.9934 -0.0250 0.1 0.3 0.2
O -1.8532 4.7237 0.3631 -0.4 -0.4 -0.5
H -1.6619 -3.7051 -1.4480 -0.4 0.6 -0.1
H -2.6099 -2.4652 -1.6542 0.6 -0.5 0.1
O -2.0699 -3.1282 -2.1271 0.0 -0.2 -0.6
H -3.2850 0.7851 -2.6271 -0.1 0.0 0.3
H -4.2111 0.4201 -1.4367 0.5 0.0 -0.3
O -3.3552 0.8185 -1.6619 -0.3 0.4 -0.2
H 1.1869 4.8394 0.0588 0.3 -0.2 -0.4
H 0.9686 4.5262 -1.5101 0.6 -0.1 0.3
O 0.6185 4.9260 -0.7103 -0.6 0.4 -0.3
H -3.1508 -1.4000 0.6557 0.3 0.0 -0.2
H -2.3599 -0.4773 -0.3735 -0.3 -0.2 0.1
O -2.7565 -1.3485 -0.2329 -0.1 0.0 0.3
H -0.1021 -3.0080 -3.3331 0.9 0.0 -0.2
H 0.3114 -2.6480 -2.0381 0.5 0.1 0.2
O 0.7546 -2.7703 -2.8957 -1.7 -0.6 0.0
H 3.7721 -1.0466 1.7439 -0.7 0.5 0.4
H 4.9031 -0.9085 0.8207 0.1 0.6 -0.2
O 4.1257 -0.4118 1.1187 1.1 -0.3 -0.2
H 2.1032 -2.7538 0.7928 -0.5 0.3 0.3
H 3.4698 -2.5881 1.2992 0.0 -0.5 0.2
O 2.5602 -2.5279 1.6162 0.5 -0.9 -0.5
H -0.3317 -1.0188 1.5915 -0.2 -0.2 -0.4
H 0.1619 -2.2834 2.2826 0.2 0.1 0.0
O -0.0333 -1.9242 1.4084 -0.2 -0.1 0.7
H 4.4615 2.0551 -0.9020 -0.7 -0.2 0.4
H 3.2125 2.9786 -0.4359 0.1 -0.9 0.1
O 4.0770 2.9332 -0.8448 0.6 1.0 -0.5
H -4.7887 -0.8776 1.3910 -0.2 0.2 0.3
H -3.8398 -0.9136 2.6305 -0.2 0.1 -0.2
O -4.3368 -1.4632 2.0060 0.2 -0.1 0.3
```
Positions in Å, forces in eV/Å.

E_HOMO in eV: -8.82
E_tot in Ha: -1283.59108
Total charge: 0
Energy above the lowest of the compared OMol25 structures with the same formula, charge and spin in kJ/mol: 438.4


Record 2
Computed, not measured: a cluster of 14 separate species, C58H154N10O21 in total in a non-equilibrium geometry, with the ωB97M-V functional and the def2-TZVPD basis.

XYZ file:
```
243
Properties=species:S:1:pos:R:3:forces:R:3
C -0.4551 -2.4779 -2.5211 0.0 0.2 0.2
O -1.1325 -2.7121 -1.2926 0.0 0.7 -0.2
H 0.4056 -1.7699 -2.4020 -0.3 -0.7 -0.1
H -0.1740 -3.4764 -2.8293 0.6 0.0 -0.4
H -1.1099 -2.0609 -3.2970 -0.1 -0.1 0.2
H -1.5346 -1.8489 -1.0775 -0.1 0.0 0.2
C -4.1250 4.5498 -2.7391 0.1 1.9 -1.0
O -4.3275 3.4604 -3.6352 0.1 -0.1 0.5
H -4.7671 5.4287 -3.0318 -0.2 -1.0 0.8
H -4.2274 4.2489 -1.6841 -0.3 -0.1 -0.7
H -3.1516 5.0684 -2.8580 0.2 -0.9 0.1
H -4.2991 3.7579 -4.5547 0.0 0.1 0.4
C -6.8379 -2.1415 3.8178 0.2 0.5 -1.5
O -5.5502 -1.5989 4.0700 0.2 0.0 -0.2
H -6.7396 -3.1598 3.3921 -0.4 0.4 0.4
H -7.4220 -2.0969 4.7208 0.0 -0.4 0.5
H -7.3945 -1.4972 3.0887 0.4 -0.5 0.3
H -5.0072 -1.6619 3.2589 -0.5 -0.1 0.3
C 0.8847 0.6043 5.0822 0.7 1.4 1.2
O -0.1855 1.5771 5.3061 0.6 -0.5 -0.2
H 0.7253 0.0079 4.1815 -0.1 -0.2 0.3
H 1.8567 1.1831 4.9520 -1.3 -0.4 -0.1
H 1.0667 0.0412 6.0254 -0.3 -0.2 -0.9
H -0.9396 1.1972 5.7894 0.7 -0.2 -0.3
C -7.6544 -3.9258 -3.0745 0.1 -1.0 -1.9
C -9.1528 -3.9537 -3.2334 -0.7 0.1 -0.3
C -9.7902 -2.5865 -3.0213 1.2 0.1 0.3
O -9.5874 -2.3616 -1.6272 -0.9 -0.3 0.2
C -9.8810 -1.0414 -1.2786 0.2 1.2 -1.4
N -9.6170 -4.4256 -4.5486 0.4 -0.4 -0.2
H -7.2451 -3.2368 -3.8182 0.2 -0.1 0.0
H -7.2492 -4.9540 -3.3052 -0.2 1.0 0.4
H -7.3782 -3.6047 -2.1021 0.2 0.1 0.9
H -9.5462 -4.5635 -2.4244 -0.2 -0.3 0.2
H -10.8512 -2.6355 -3.3279 0.2 0.3 0.4
H -9.2558 -1.7747 -3.6019 -0.6 -0.8 0.3
H -10.7909 -0.7060 -1.8202 0.2 0.0 0.4
H -9.0349 -0.4422 -1.6985 -0.6 0.2 0.6
H -10.0182 -0.8462 -0.2101 0.3 -0.5 -0.2
H -10.5659 -4.7555 -4.4575 -0.4 0.3 0.0
H -9.1416 -5.2728 -4.8502 0.4 0.2 0.1
C 1.7488 1.3649 -4.5894 1.0 -1.1 -0.1
C 1.7817 2.7780 -4.0437 0.0 0.7 -0.9
C 0.4079 3.3420 -3.8895 -0.8 0.6 -0.4
O -0.1534 3.5536 -5.1802 -0.9 0.0 0.7
C -1.5448 3.9375 -5.1186 1.3 -0.1 -1.8
N 2.4246 3.0309 -2.7876 -0.5 -0.3 1.5
H 2.4890 0.7715 -4.0367 -0.2 -0.1 0.0
H 2.0492 1.2652 -5.6406 -0.1 0.4 0.1
H 0.7847 0.8747 -4.5218 -0.3 0.0 0.3
H 2.3112 3.3939 -4.7824 -0.2 0.1 0.0
H 0.4765 4.2528 -3.2970 0.0 0.5 -0.2
H -0.2397 2.6940 -3.2843 0.0 -0.4 -0.1
H -1.9550 3.5814 -6.1058 0.1 0.7 0.9
H -1.6251 5.0352 -4.9860 -0.1 -0.5 -0.2
H -2.0696 3.4367 -4.3354 -0.3 -0.4 0.7
H 1.9041 2.5649 -2.0312 0.1 0.2 -0.2
H 3.3163 2.5950 -2.7185 0.9 -0.5 -0.2
C 7.0575 -0.4174 -2.2814 -0.3 0.5 1.6
C 5.5808 -0.2924 -2.4420 -1.8 -2.5 -0.9
C 4.8905 -0.8477 -1.1585 0.5 0.3 0.0
O 4.9782 -2.2922 -1.0520 -1.0 0.8 -0.5
C 4.1336 -2.9395 -2.0207 0.2 0.3 0.3
N 5.0348 0.9882 -2.7394 0.3 1.6 1.1
H 7.5964 -0.0989 -3.1002 1.1 0.3 -2.2
H 7.3487 -1.3964 -1.9670 0.2 -0.8 0.0
H 7.3958 0.2581 -1.4970 -0.1 0.2 0.4
H 5.1889 -0.9675 -3.2678 0.7 0.5 0.8
H 3.8538 -0.4311 -1.1585 0.5 -0.7 0.1
H 5.4549 -0.4541 -0.2734 -0.6 -0.3 -0.6
H 4.6192 -2.9604 -3.0038 -0.4 0.2 0.1
H 3.1098 -2.5413 -2.0451 0.3 0.6 -0.2
H 3.9482 -3.9538 -1.7315 0.5 -0.8 0.5
H 5.0291 1.2965 -3.7017 0.4 -0.3 0.0
H 5.5508 1.6655 -2.1519 -0.4 0.2 -0.6
C -0.8721 -2.8446 -6.6141 -0.2 0.0 -0.1
O -1.9411 -2.3434 -5.8141 0.8 -0.5 -0.7
C -1.9010 -0.9399 -5.7326 0.5 -0.4 0.0
C -3.2082 -0.5297 -5.1362 -1.9 2.1 -1.3
N -4.3829 -0.9247 -6.0181 1.3 -0.9 1.0
C -5.6239 -0.9321 -5.2378 0.8 -1.3 -0.4
C -6.7518 -1.4910 -6.0998 -0.8 0.4 1.1
O -6.5877 -2.8814 -6.1837 0.7 -0.3 0.0
C -7.3053 -3.4955 -7.2256 -0.9 1.3 -0.3
H 0.1374 -2.6429 -6.1913 -0.6 0.1 -0.1
H -0.9208 -2.4810 -7.6766 0.0 -0.1 0.9
H -1.0348 -3.9120 -6.6152 0.2 -0.4 -0.2
H -1.7351 -0.5406 -6.7650 -0.2 0.1 0.8
H -1.0491 -0.6783 -5.0630 -0.4 0.3 -0.5
H -3.2503 0.6081 -5.1578 0.2 -1.2 0.5
H -3.3733 -0.8643 -4.1036 0.4 -0.2 -0.1
H -4.2142 -1.8948 -6.3379 -0.1 0.7 0.3
H -5.8395 0.0701 -4.9953 -0.4 1.4 0.4
H -5.5128 -1.4790 -4.2218 -0.4 0.4 -1.5
H -6.9005 -1.0581 -7.0916 0.9 0.2 -0.2
H -7.6930 -1.1737 -5.5953 0.0 -0.7 0.1
H -6.9165 -3.2502 -8.2556 -0.3 0.0 1.0
H -8.3530 -3.1700 -7.0763 0.2 -0.2 -0.7
H -7.2974 -4.5505 -7.0842 0.3 -0.8 0.2
C -0.4811 7.1683 4.9455 -0.6 -0.7 0.3
O -1.3064 6.2003 4.2331 1.7 0.6 0.8
C -0.7765 4.9093 4.5439 -2.3 -1.8 -0.6
C 0.6225 4.6211 4.0401 0.2 -1.0 -0.5
N 0.7939 5.0074 2.6313 0.6 -1.8 0.6
C -0.0160 4.1865 1.7285 -1.0 1.8 0.7
C -0.1519 4.9680 0.4026 0.8 -1.0 -0.4
O -0.9860 6.1068 0.4234 -0.7 -0.4 0.9
C -2.3230 5.7676 0.8361 0.1 1.0 -0.6
H -0.4707 7.0140 6.0403 -0.1 -0.4 -0.4
H -0.8359 8.1473 4.8023 -1.2 1.1 -0.4
H 0.5312 7.2627 4.5955 0.7 -0.6 -0.3
H -1.5248 4.1109 4.1529 1.2 1.5 0.3
H -0.8596 4.7738 5.6075 0.3 -0.1 0.8
H 0.8345 3.4833 4.1632 -0.3 2.0 -0.1
H 1.3182 5.2048 4.6405 0.3 -0.3 0.0
H 0.5048 5.9459 2.5359 -0.4 1.3 -0.2
H -1.0295 4.0590 2.1776 0.5 -0.2 -0.5
H 0.3886 3.1886 1.6904 0.4 -0.4 -0.7
H -0.4902 4.2622 -0.3608 -0.2 0.0 -0.3
H 0.8381 5.3354 0.0815 -0.3 -0.2 0.2
H -2.3163 5.2358 1.7833 -0.2 -0.2 -0.2
H -2.8323 5.2084 0.0141 0.2 0.2 0.7
H -2.8555 6.7155 1.0430 0.3 -0.4 -0.4
C 8.5714 4.2316 1.7138 1.1 -0.4 1.1
O 8.6572 3.4162 0.5790 0.1 0.1 0.2
C 8.3337 4.0367 -0.6343 -1.0 -0.8 -0.8
C 6.8250 4.3179 -0.8657 1.1 -0.9 -0.6
N 6.0584 3.0921 -0.6989 0.1 0.0 -0.7
C 4.6604 3.3708 -0.4782 -0.4 -0.3 1.7
C 4.3492 3.9551 0.9421 1.0 0.1 -0.8
O 4.8527 3.0506 1.9289 -0.1 -0.2 -0.6
C 4.3168 3.3914 3.1787 1.0 -0.1 1.0
H 9.3540 5.0309 1.8161 -0.7 -0.5 -0.6
H 8.6823 3.5902 2.5855 0.6 -0.4 0.0
H 7.5860 4.5681 1.9047 -1.2 1.1 -0.4
H 8.6681 3.3152 -1.3836 -0.1 0.0 -0.1
H 8.8749 4.9367 -0.8214 0.6 0.9 0.2
H 6.7492 4.6242 -1.9642 -0.1 0.2 1.6
H 6.4737 5.0520 -0.1369 0.1 0.5 -0.5
H 6.4386 2.4887 0.0218 0.0 0.3 0.2
H 4.1190 2.3977 -0.4538 0.1 0.6 -0.4
H 4.2514 4.0324 -1.2656 0.2 -0.4 0.4
H 3.2673 4.0078 0.9588 -0.4 0.3 0.5
H 4.8111 4.9536 1.1798 -0.6 -0.6 -0.5
H 3.2388 3.3866 3.0989 -0.4 0.5 0.3
H 4.7826 4.3279 3.5506 -0.8 0.1 -0.3
H 4.6148 2.6738 3.9655 -0.1 -0.1 -0.7
C -6.2370 -0.0057 -0.0218 -0.2 -0.4 -0.7
O -4.9736 0.5153 -0.3079 0.2 0.3 1.0
C -4.3709 0.2144 -1.5381 0.2 -0.2 0.3
C -2.9992 0.8612 -1.4687 0.0 -0.1 0.0
N -1.9620 0.0822 -0.7612 -0.4 0.5 -1.9
C -0.7262 0.8296 -0.8314 1.1 0.4 -0.6
C 0.2198 0.3016 0.1874 0.7 0.3 0.1
O 1.5326 0.8528 0.0949 -0.4 -0.2 -0.6
C 2.3124 0.3343 1.1439 0.0 0.0 0.4
H -6.1716 -1.0616 0.2090 0.0 -0.5 0.1
H -6.9309 0.1080 -0.8617 0.0 0.1 -0.1
H -6.6556 0.4985 0.8371 0.1 0.3 0.3
H -4.9242 0.7069 -2.3195 -0.4 0.3 -0.6
H -4.3628 -0.8740 -1.7866 0.2 0.5 0.4
H -3.1269 1.8800 -1.0068 0.0 -0.7 -0.3
H -2.6618 1.0250 -2.4873 0.2 0.0 -0.2
H -2.2435 -0.0109 0.1806 -0.4 0.0 1.5
H -0.8534 1.8928 -0.5750 -0.2 0.1 -0.4
H -0.2330 0.7381 -1.8304 -0.6 0.2 0.4
H 0.3557 -0.7448 0.0662 -0.3 -1.3 0.1
H -0.2641 0.5275 1.1319 0.3 -0.1 0.8
H 1.9336 0.8157 2.0285 0.2 0.3 1.0
H 3.3658 0.5682 1.0088 -0.1 0.2 -0.2
H 2.2205 -0.7486 1.3607 -0.2 0.2 -0.7
C -5.2001 3.4345 1.2794 0.2 -1.2 1.1
O -4.7974 2.5357 2.3202 0.3 0.3 0.0
C -3.4116 2.6989 2.6276 -0.8 0.6 0.7
C -2.9329 1.4964 3.3974 0.1 0.3 0.5
N -2.9108 0.3418 2.5122 0.5 0.5 0.0
C -2.5200 -0.8312 3.2308 0.5 -1.5 0.5
C -2.3375 -1.9728 2.2480 0.2 0.3 -1.0
O -3.6080 -2.1411 1.5946 0.1 0.1 0.0
C -3.6704 -3.2983 0.7569 1.0 0.4 0.5
H -4.6812 3.1420 0.3869 0.3 0.1 -0.8
H -4.9780 4.4533 1.5637 -0.1 0.5 0.0
H -6.2549 3.2586 1.1499 -0.4 0.2 -0.1
H -3.2783 3.6914 3.1712 0.0 -1.1 -0.6
H -2.8652 2.6620 1.7064 0.6 0.5 -0.8
H -3.6217 1.3343 4.2452 0.2 0.0 0.1
H -1.8908 1.6607 3.8068 -1.1 -0.1 -0.5
H -3.8028 0.1732 2.0480 0.1 0.3 0.2
H -3.2631 -1.1418 3.9954 0.3 0.2 -0.1
H -1.5438 -0.7377 3.7720 -0.6 0.4 -0.5
H -2.0451 -2.9041 2.7395 0.0 -0.1 0.1
H -1.5101 -1.7138 1.5039 -1.0 -0.4 0.7
H -2.8344 -3.2828 0.0600 0.0 -0.1 -0.2
H -4.5972 -3.3413 0.2064 -0.4 0.2 0.1
H -3.5554 -4.1657 1.3960 -0.2 -0.5 0.0
C 9.5375 -4.9776 -0.9022 -0.8 0.4 -1.4
O 9.9813 -3.6474 -0.6910 -0.7 -0.6 -0.1
C 10.3890 -3.3585 0.6247 0.3 -0.1 0.7
C 9.3453 -3.3343 1.7639 2.0 -0.4 -0.5
N 8.5599 -2.1622 1.6391 -1.9 0.4 0.7
C 7.5718 -2.0700 2.7446 1.3 -0.3 -1.3
C 6.5702 -1.0488 2.3591 0.8 1.3 2.0
O 5.7458 -0.9943 3.5046 -1.1 1.0 0.3
C 4.5699 -0.1825 3.4027 0.3 0.7 0.1
H 9.3217 -5.1166 -1.9955 0.3 0.4 0.9
H 8.6076 -5.2265 -0.3922 -0.2 0.2 0.3
H 10.2565 -5.7207 -0.6311 0.8 -0.4 0.4
H 10.6989 -2.3176 0.5718 0.5 0.0 0.0
H 11.2299 -4.0252 0.9283 -0.3 0.3 -0.2
H 9.9694 -3.0976 2.6423 -0.1 -0.7 0.0
H 8.8807 -4.3362 1.9215 -0.3 0.6 -0.1
H 8.0153 -2.1261 0.7848 0.2 -0.3 -0.3
H 8.0685 -1.7936 3.6660 0.2 0.1 0.2
H 7.0826 -3.0261 2.9011 -0.3 -0.3 0.1
H 6.0312 -1.3701 1.5347 -1.3 -0.7 -1.9
H 7.0877 -0.0815 2.0973 -0.6 -0.5 0.4
H 4.7996 0.8319 2.9365 -0.2 -1.3 0.5
H 4.1631 -0.0386 4.4390 0.5 -0.1 -0.9
H 3.7799 -0.6728 2.8071 0.4 0.0 0.2
C 2.0247 -3.8117 1.1624 -0.6 1.0 0.9
O 1.2596 -3.2446 2.2691 0.9 -0.3 -0.4
C 1.9682 -3.5536 3.4625 0.6 -1.0 0.6
C 1.0618 -3.5310 4.7113 0.5 -0.2 -0.5
N -0.1583 -4.2475 4.7108 -2.0 -0.7 -0.4
C -0.2253 -5.7029 4.7886 0.5 -0.2 -1.6
C 0.0036 -6.2464 6.1623 0.1 0.7 0.1
O 1.4039 -6.2693 6.4791 -0.8 -0.9 1.4
C 1.5839 -6.9225 7.7995 -0.5 1.6 -1.4
H 1.9310 -4.8901 1.2176 0.1 -0.2 -0.3
H 3.0639 -3.4935 1.2371 0.2 -0.2 0.1
H 1.6564 -3.3982 0.2345 -0.5 -0.1 -0.2
H 2.7905 -2.8301 3.6719 -0.3 -0.2 -0.4
H 2.4611 -4.5555 3.3267 -0.4 0.7 0.3
H 0.7964 -2.5069 4.8549 -0.2 1.0 0.3
H 1.5696 -3.8600 5.6102 0.8 0.1 -0.1
H -0.8268 -3.8792 4.0468 0.2 -0.2 0.0
H 0.4339 -6.2200 4.0295 -0.2 0.4 0.8
H -1.2224 -6.0806 4.4956 0.1 0.7 0.1
H -0.5390 -7.2026 6.1830 0.8 -0.4 0.4
H -0.5363 -5.5583 6.8339 0.2 -0.2 0.2
H 1.1212 -6.3077 8.6021 0.1 -0.3 -0.5
H 2.6580 -6.9370 7.9788 -0.1 -0.5 -0.1
H 1.0618 -7.8721 7.7008 0.5 -0.3 0.5
```
Positions in Å, forces in eV/Å.

E_HOMO in eV: -8.43
E_tot in Ha: -4429.28587
Total charge: 0